51
Properties=species:S:1:pos:R:3:mulliken_charge:R:1 method="wB97M-V/def2-TZVPD" total_energy_ev=-92720.3068 gap_ha=0.2578
O 4.173 -1.692 6.006 -0.596
C 3.984 -1.994 4.710 0.628
N 3.657 -2.307 3.414 -0.487
Ga 1.786 -2.939 3.304 0.258
C 1.706 -4.892 3.995 -0.620
O 0.857 -5.645 3.060 -0.233
C 0.893 -7.095 3.311 0.796
F 0.220 -7.733 2.118 -0.265
F 2.249 -7.686 3.381 -0.235
F 0.080 -7.490 4.491 -0.244
C 1.128 -2.699 1.356 -0.732
O 0.280 -1.498 1.323 -0.186
C -1.155 -1.820 1.304 0.674
F -1.843 -0.686 2.027 -0.295
F -1.535 -3.053 2.032 -0.184
F -1.659 -1.751 -0.099 -0.271
H 0.961 -1.956 4.295 -0.282
H 2.815 -5.287 4.074 0.296
H 1.295 -4.863 5.107 0.273
H 2.096 -2.439 0.709 0.310
H 0.662 -3.653 0.863 0.402
C 1.635 1.640 -0.240 -1.484
C 0.481 0.711 -0.575 0.106
C -0.275 0.979 -1.881 -0.778
N -1.024 2.338 -2.006 0.279
C -2.048 2.149 -3.157 -0.580
C -2.727 3.451 -3.563 -0.670
C -1.717 4.525 -3.927 -0.698
C -0.731 4.743 -2.793 -0.703
C -0.034 3.450 -2.386 -0.476
C -1.767 2.653 -0.709 -1.041
H 1.280 2.592 0.163 0.284
H 2.261 1.189 0.538 0.469
H 2.266 1.829 -1.113 0.296
H -0.210 0.665 0.272 0.139
H 0.900 -0.301 -0.661 0.357
H -1.041 0.200 -1.983 0.397
H 0.394 0.898 -2.745 0.327
H -1.494 1.732 -4.008 0.408
H -2.788 1.414 -2.822 0.455
H -3.378 3.261 -4.425 0.375
H -3.383 3.812 -2.763 0.309
H -2.234 5.463 -4.157 0.381
H -1.175 4.228 -4.833 0.290
H -1.243 5.187 -1.932 0.301
H 0.026 5.471 -3.108 0.409
H 0.612 3.644 -1.531 0.282
H 0.575 3.073 -3.216 0.400
H -1.035 2.850 0.080 0.338
H -2.391 1.793 -0.454 0.344
H -2.387 3.540 -0.846 0.478